The molecule H3O2PS2, computed with wB97M-V/def2-TZVPD.

Positions of all 8 atoms, in Å:
O1 -1.104 0.239 -0.397
P1 -0.082 -0.376 0.578
O2 0.136 -1.778 -0.162
S1 -1.756 -0.219 2.500
S2 1.679 0.704 0.160
H1 -1.876 0.290 0.187
H2 -0.502 -1.912 -0.886
H3 2.299 -0.425 0.561

SMILES = OP(O)(=S)S
Largest force on an atom = 0.0686 Eh/bohr
E_HOMO = -8.786 eV
Total energy = -35102.516 eV
Frontier orbital gap = 0.26123 Ha
LUMO level = -1.68 eV
ΔE to the lowest compared entry with this formula, charge and spin = 55.33 kcal/mol